No. 1
Density functional theory data (wB97M-V/def2-TZVPD) for the molecule C3H5N3S.

XYZ file:
```
12
Properties=species:S:1:pos:R:3:forces:R:3:lowdin_charge:R:1
H 0.94306 -1.90209 -0.27112 -0.63 0.88 0.16 0.0785
N 0.77368 2.14482 -2.25561 -0.06 1.92 -0.36 -0.3565
H -2.01489 -0.75967 2.24642 2.03 0.45 -0.35 0.0986
H 1.77756 -0.53090 0.47403 1.84 1.04 0.11 0.0300
C -0.92666 -0.93302 1.93797 -0.40 -0.16 -1.02 0.0748
H -0.41420 -1.78470 2.36347 -0.21 -0.17 0.21 0.0573
C 0.86113 -0.86744 0.12677 -0.62 -1.91 1.02 -0.0360
C -0.29418 -0.36994 0.87691 -2.02 -0.02 -0.37 -0.4055
H 1.14122 2.16515 -3.19226 0.48 -0.15 -0.36 -0.0278
N -0.96282 1.28198 -0.75154 0.22 1.33 -0.63 -0.2856
S 0.16741 0.77832 -1.89110 0.39 -1.91 -1.06 0.8240
N -1.05129 0.77750 0.33606 -0.99 -1.30 2.65 -0.0516
```
Positions in Å, forces in eV/Å.

HOMO energy (alpha / beta): -7.235 / -8.808 eV
Kohn-Sham gap (alpha / beta): 7.17 / 7.13 eV
Energy relative to the best compared isomer or geometry (same formula, charge and spin): 43.1 kcal per mole
2S+1: 3
Energy: -18490.8437 eV
M: 115.161 g/mol

=====

No. 2
Density functional theory data (wB97M-V/def2-TZVPD) for a structure of composition C24H43As3Cl2IrN2OS.

XYZ file:
```
77
Properties=species:S:1:pos:R:3:forces:R:3:lowdin_charge:R:1
H -5.11168 -1.03347 -0.67579 0.00 0.00 0.01 0.0073
Cl -0.80754 5.62744 -0.91146 0.01 -0.04 0.01 0.5716
C 4.72063 0.30909 -0.00390 -0.01 -0.01 -0.01 0.0138
C -0.73231 -0.91488 -2.89113 -0.03 0.05 -0.03 -0.2938
H -3.52186 -4.74209 -0.66880 0.01 0.01 0.00 0.0219
C -1.75270 -1.63029 -1.96723 0.18 -0.01 0.07 -0.6577
C -2.26754 -0.72509 -0.84279 -0.08 -0.10 -0.28 -0.0639
H -1.68555 2.20270 -1.88273 0.00 0.00 0.00 0.0319
C -0.86570 2.06601 -2.58472 -0.01 -0.05 0.13 -0.2323
C 3.40659 -0.08508 -0.14770 0.04 -0.02 0.14 -0.0948
H 1.54543 0.90154 -4.17632 0.00 0.01 0.00 0.0629
H 2.89702 -3.06463 -0.46286 -0.01 -0.04 0.00 0.0391
H -3.33185 -1.22684 -3.37630 0.01 -0.01 -0.02 0.0734
H 3.13604 -0.96441 -0.70862 0.01 0.02 -0.02 0.0737
H -0.27194 2.96928 -2.61926 0.08 0.12 0.03 -0.0162
H -2.50095 -2.73553 -3.63786 0.01 -0.01 0.02 0.0752
C 0.24079 -3.48258 1.30196 0.02 -0.02 -0.03 -0.2400
C 3.95338 2.15621 1.30225 -0.01 0.03 0.01 0.0401
H 1.84331 -4.23670 -1.26333 -0.02 0.00 0.01 0.0607
H 0.26369 5.13023 3.24047 0.00 0.00 0.00 0.1396
C 5.00128 1.44330 0.74273 0.01 0.01 0.00 0.0235
H -0.18021 -0.40054 5.75758 -0.01 0.02 0.00 0.0849
H -1.74659 2.09542 0.97561 0.00 0.00 0.01 0.1244
H 1.39138 6.38067 -0.53546 0.00 -0.01 0.01 0.0376
H -5.11576 -4.23813 -0.14464 0.00 0.00 0.00 0.0333
H 4.14554 3.06336 1.85663 0.01 -0.01 0.00 0.1329
H -0.74526 -3.56199 -2.11515 0.00 0.05 -0.04 0.1115
C 1.47789 3.60668 2.34139 -0.02 0.01 0.02 0.0194
H -0.61180 -3.13360 1.87942 0.01 0.02 -0.01 0.0376
C 1.84513 0.75445 -3.13864 -0.02 -0.04 -0.01 -0.2294
H 1.13895 -3.46091 1.91351 -0.01 0.01 0.02 0.0405
C -0.85157 2.55071 1.37990 -0.01 0.06 0.08 -0.0962
C -1.06398 -2.85041 -1.35137 -0.11 0.03 0.09 -0.2896
H 2.21918 -2.71169 -2.07831 0.02 0.00 0.01 0.0363
H -3.74412 -3.19855 0.21563 0.00 0.00 0.01 0.0049
As 0.47645 -2.38781 -0.26606 0.53 0.13 0.09 1.1009
Ir 0.48282 0.04379 0.26403 -0.64 -0.43 -0.16 0.9192
C 1.46032 2.46308 1.56542 -0.02 -0.02 -0.01 -0.3006
C -0.47109 -0.61984 4.72958 0.00 0.02 0.01 -0.2038
H 3.03067 -0.73566 3.60935 0.00 0.01 0.01 0.0602
H 6.02143 1.77937 0.87329 0.00 0.00 0.01 0.1414
H 5.50476 -0.26901 -0.47235 0.00 0.00 0.00 0.1370
C -2.92365 -2.09945 -2.85615 -0.11 0.07 0.07 -0.3592
O 0.50705 -0.68488 2.30187 -0.05 -0.10 -0.06 -0.7089
H -1.43729 -0.39443 -0.12963 -0.05 0.04 0.20 -0.0074
C -0.90618 3.70394 2.14047 -0.02 -0.01 -0.03 -0.0166
H -5.70137 -0.75246 -2.33516 0.00 0.00 0.00 0.0262
H -1.74315 -3.37014 -0.67719 0.00 -0.04 -0.04 0.0541
H -2.98102 -1.24419 -0.20649 0.07 0.00 0.08 0.0765
C 0.90951 5.74544 -1.26812 0.02 -0.01 -0.06 -0.9247
H 2.46129 -0.43351 5.26788 -0.01 -0.01 0.01 0.0828
H 2.40864 4.01002 2.71362 0.00 0.00 -0.01 0.1319
C -5.57409 -1.49536 -1.54799 0.00 0.01 -0.01 -0.3370
C 2.02812 -3.17394 -1.10977 -0.09 -0.03 -0.11 -0.2446
S 0.79992 0.01064 3.65327 -0.01 0.05 -0.02 0.9330
H -1.22244 -0.46292 -3.75496 -0.07 -0.08 0.01 0.0917
C 0.27581 4.23324 2.63541 0.02 0.00 0.01 0.0099
As -4.59991 -3.04115 -2.26299 -0.01 0.00 0.00 1.1750
H 0.05688 -4.49988 0.95593 0.02 -0.01 0.02 0.0607
H -0.01610 -1.63907 -3.28605 0.02 0.04 -0.03 0.0925
H 1.96147 -1.93009 4.41604 0.00 0.00 -0.02 0.0777
H -0.56020 -1.69408 4.57420 0.01 0.00 0.01 0.0767
H 2.45267 -0.14647 -3.07471 0.01 0.00 0.02 0.0323
H 1.03962 6.12445 -2.27449 0.00 -0.01 0.00 0.0417
H -1.40224 -0.10835 4.49637 0.00 -0.01 -0.01 0.0694
N 0.30642 1.94192 1.11157 -0.09 0.12 -0.25 -0.0881
As 0.24159 0.56177 -2.08769 0.11 0.00 0.09 1.0625
H -1.85926 4.17608 2.33225 0.00 0.00 0.00 0.1340
H -2.73246 0.18892 -1.21211 0.05 0.04 0.03 0.1002
N 2.39526 0.59380 0.41374 0.15 0.00 -0.01 -0.0830
C -4.16463 -3.87278 -0.53295 0.00 -0.01 -0.01 -0.3506
H 2.41803 1.61900 -2.80930 -0.01 0.01 0.03 0.0233
Cl 1.71758 4.14035 -1.19830 0.08 0.11 -0.01 0.5635
C 2.20380 -0.87437 4.30412 -0.01 -0.02 0.00 -0.2076
H -6.56731 -1.84037 -1.26288 0.00 0.00 0.01 0.0307
H -1.26653 1.85040 -3.57481 0.00 0.02 0.01 0.0581
C 2.65149 1.72433 1.11902 0.03 0.01 -0.09 -0.2152
```
Positions in Å, forces in eV/Å.

HOMO energy: -15.100 eV
Kohn-Sham gap: 5.82 eV
Energy relative to the best compared isomer or geometry (same formula, charge and spin): 20.1 kcal per mole
2S+1: 1
Energy: -251824.6138 eV
M: 895.577 g/mol
Net charge: +3

=====

No. 3
Density functional theory data (wB97M-V/def2-TZVPD) for a cluster of 8 separate species, C29H45NO13 in total.

XYZ file:
```
88
Properties=species:S:1:pos:R:3:forces:R:3:lowdin_charge:R:1
H 16.25985 -16.53167 -14.25817 -0.51 -0.06 0.63 0.1239
C 15.21580 -10.76862 -8.69916 -0.33 0.74 -0.21 -0.0871
H 15.90113 -10.83345 -9.54428 0.09 -0.15 0.33 0.1263
H 12.28823 -20.49338 -18.07786 0.47 0.32 0.04 0.1109
H 5.74135 -12.39187 -17.83844 -0.14 -0.02 0.29 0.1245
H 13.72453 -9.73342 -9.93003 0.24 0.12 0.11 0.1152
C 6.55443 -11.78726 -11.43206 -0.88 -0.59 0.40 -0.1731
H 9.51945 -19.33323 -17.98006 0.02 0.25 -0.13 0.1203
H 10.47699 -14.39378 -8.66792 0.34 -0.11 -0.03 0.1284
H 11.23348 -20.48154 -19.39098 -0.32 0.49 -0.20 0.1095
C 19.37327 -16.72207 -13.12828 -1.31 0.67 -0.36 -0.0646
H 8.73247 -11.89222 -17.38245 -0.44 0.33 0.48 0.1135
C 7.91360 -12.53361 -17.70829 0.30 0.60 -1.09 -0.1599
C 12.44170 -19.85300 -9.82736 2.02 0.54 0.05 -0.1076
H 11.66798 -17.94531 -19.74821 0.21 -0.22 -0.39 0.1252
H 20.34050 -16.95796 -13.57201 -0.30 -0.14 0.05 0.1255
C 10.41775 -16.70797 -6.27276 -0.67 0.09 0.16 -0.0769
H 13.18828 -18.47763 -12.60543 -0.19 -0.17 0.21 0.1464
H 6.60498 -12.55766 -12.20149 0.04 -0.04 -0.04 0.1275
H 8.77792 -16.20227 -7.64076 -0.25 0.05 0.22 0.1131
H 10.73146 -19.23554 -12.54100 0.23 0.26 -0.06 0.1074
H 19.51568 -16.05911 -12.27486 0.20 -0.35 0.35 0.1272
O 7.32934 -15.27717 -15.51014 0.25 0.24 -0.35 0.1153
H 5.36439 -10.74745 -12.83830 0.17 0.31 -0.22 0.1109
H 6.05837 -12.19999 -10.55359 -0.56 0.05 -0.30 0.1294
O 12.71625 -16.40043 -5.67454 0.66 0.19 -0.38 0.1190
H 12.84583 -10.46701 -7.07506 0.46 0.16 0.36 0.1238
O 12.77280 -14.07406 -13.51851 0.81 -0.33 0.06 -0.1236
H 12.80627 -14.60944 -14.31466 -0.11 0.01 0.01 0.0690
C 16.94421 -16.44275 -13.41446 2.43 0.35 -1.14 -0.1257
N 12.75902 -18.96905 -11.83449 -0.29 0.33 -0.38 0.0091
C 15.55539 -9.59308 -7.79692 3.46 -0.15 0.77 -0.4495
H 11.29695 -13.09720 -14.57670 -0.17 -0.16 -0.23 0.0663
H 10.85132 -13.65951 -12.97655 -0.07 0.53 0.33 0.0784
H 9.29351 -14.10190 -17.01952 -0.01 -0.03 -0.26 0.1252
H 10.31283 -20.28182 -10.15748 -0.07 0.15 -0.17 0.0953
O 10.96142 -18.17934 -17.02914 -0.01 0.35 0.14 0.0105
C 13.79596 -10.43030 -9.09496 -1.38 -0.30 0.83 -0.1508
C 5.99071 -10.48436 -11.98588 -0.66 -0.06 -0.48 -0.1510
H 12.72055 -20.21320 -8.84813 -0.44 -0.03 0.01 0.0904
C 7.22049 -9.61733 -12.26083 0.08 -0.39 1.09 -0.0567
C 18.53819 -17.92800 -12.72354 3.00 -3.89 2.54 -0.4651
O 7.84819 -11.53016 -10.96828 1.15 0.61 0.33 0.0302
C 11.97333 -17.63719 -17.72287 0.05 0.55 -0.75 -0.4843
H 10.00122 -16.66453 -5.26643 0.61 -0.05 0.14 0.1258
H 10.49095 -17.76286 -6.53723 -0.52 -0.04 -0.45 0.1314
O 16.71016 -9.27221 -7.46029 -3.59 -0.31 -0.78 0.0698
C 11.59504 -19.83018 -18.59530 0.05 -0.70 0.53 -0.1438
C 6.52296 -12.30183 -17.08405 1.43 -0.41 0.57 -0.1188
O 9.47450 -10.01747 -11.28520 -2.44 -0.44 0.25 0.0753
C 11.81209 -16.18338 -6.43045 -0.83 -0.90 2.48 -0.5511
H 11.96881 -12.20470 -13.29602 -0.19 -0.15 0.70 0.0796
C 9.64676 -15.74573 -7.16663 -1.31 -1.11 -0.92 -0.1609
H 10.40243 -20.02414 -16.63696 0.26 -0.66 -0.47 0.1251
H 15.24724 -11.65087 -8.05982 0.15 -0.20 -0.18 0.1341
H 13.15781 -11.27600 -9.35121 0.18 -0.14 -0.01 0.1089
H 12.52548 -8.98681 -8.04296 -0.15 -0.18 0.30 0.1213
C 8.29516 -10.34667 -11.39392 2.74 1.18 -1.45 -0.4447
H 9.31499 -14.89167 -6.57620 0.15 0.10 -0.16 0.1199
C 13.38412 -19.27915 -10.67013 -0.10 0.10 0.36 -0.1316
C 11.22827 -19.84313 -10.52615 -0.91 -1.20 1.84 -0.1474
H 7.59181 -9.52630 -13.28158 -0.07 -0.44 -0.01 0.1202
O 12.45772 -16.57470 -17.41771 -0.08 -0.82 -0.13 0.0925
C 13.26201 -9.74538 -7.77802 0.35 0.25 -2.54 -0.1308
C 18.33811 -16.03615 -14.03798 -0.51 0.63 -0.05 -0.1492
H 18.34371 -14.94910 -14.11796 0.52 0.02 0.17 0.1084
C 7.33726 -14.31532 -16.22822 0.31 -0.47 0.04 -0.5025
H 16.65526 -15.79232 -12.58890 -0.34 0.17 -0.37 0.1307
H 18.46328 -16.41280 -15.05314 -0.39 -0.15 -0.04 0.1102
O 14.42073 -9.02241 -7.35120 0.50 0.14 1.01 0.0196
C 12.24288 -18.49006 -18.99932 -0.58 0.05 1.73 -0.0514
O 18.95527 -19.01134 -12.23140 -1.28 3.61 -1.82 0.0550
C 10.64744 -15.38617 -8.25056 -0.53 -0.05 1.31 -0.1266
C 10.51583 -19.44256 -17.55184 0.19 0.48 -0.10 -0.1360
H 7.85326 -12.33804 -18.77891 0.03 -0.20 -0.08 0.1108
H 8.05293 -14.68240 -18.15654 0.18 0.05 -0.15 0.1300
O 17.25379 -17.70641 -12.86043 -1.56 -0.83 0.03 0.0223
O 11.83919 -15.39879 -7.46241 2.21 1.75 -2.36 0.0447
C 11.43568 -19.30116 -11.72480 -0.25 0.47 -2.12 -0.1659
H 14.40776 -18.95413 -10.55647 -0.01 -0.38 0.28 0.1104
H 5.32388 -9.96672 -11.29631 0.16 -0.15 0.23 0.1134
H 10.69270 -16.14952 -9.02733 0.16 0.06 -0.06 0.1294
O 6.42255 -13.35514 -16.10166 -1.32 0.86 0.18 0.0171
H 13.31301 -18.50397 -19.20607 -0.27 -0.06 -0.20 0.1220
C 11.66148 -13.21751 -13.55653 -0.29 0.07 -0.90 -0.1695
C 8.27388 -13.95477 -17.37562 -0.25 -0.91 0.63 -0.0778
H 6.48297 -11.36139 -16.53444 -0.32 -0.03 -0.22 0.1206
H 7.04506 -8.59322 -11.93142 0.30 -0.09 0.18 0.1181
```
Positions in Å, forces in eV/Å.

HOMO energy: -8.125 eV
SMILES: c1cc[nH]c1.O=C1CCCO1.O=C1CCCO1.O=C1CCCO1.O=C1CCCO1.O=C1CCCO1.O=C1CCCO1.CO
Kohn-Sham gap: 8.25 eV
Energy relative to the best compared isomer or geometry (same formula, charge and spin): 22.3 kcal per mole
2S+1: 1
Energy: -58908.9215 eV
M: 615.673 g/mol

=====

No. 4
Density functional theory data (wB97M-V/def2-TZVPD) for the molecule C5H7NO2.

XYZ file:
```
15
Properties=species:S:1:pos:R:3:forces:R:3:lowdin_charge:R:1
N -2.10073 0.35782 0.88549 -1.09 -1.44 0.92 -0.0516
O 3.67137 -0.63515 0.17298 0.87 -0.36 -0.26 0.0737
C 0.23116 0.03962 -0.22824 0.11 3.14 -1.17 -0.0347
H -3.58857 -0.41789 -0.43352 0.26 -0.95 -0.34 0.0656
H -1.05941 -1.47515 -0.15025 -1.77 0.37 0.24 0.1185
C 1.28507 -0.75948 -0.05058 1.76 1.85 -0.92 -0.0229
H 1.49992 -1.81504 -0.00889 -0.74 -0.30 0.31 0.1061
H -3.11181 1.17935 -1.14240 2.04 -2.22 2.08 0.1495
C -1.29881 -0.38719 -0.16363 1.07 0.23 1.13 -0.2360
C 2.66906 -0.01040 -0.03502 -2.07 -1.58 1.15 -0.5708
O 2.66415 1.32683 0.00394 4.55 0.40 1.22 0.0108
C -2.71935 0.21711 -0.44154 0.38 2.13 -0.81 -0.1748
H 0.76889 1.13960 -0.44655 -2.97 -2.47 0.74 0.1628
H -2.65388 -0.20219 1.69384 1.91 1.22 -2.74 0.1519
H 3.74295 1.44216 0.34436 -4.29 -0.04 -1.55 0.2520
```
Positions in Å, forces in eV/Å.

HOMO energy: -9.723 eV
SMILES: O=C(O)/C=C/[C@@H]1CN1
Kohn-Sham gap: 10.39 eV
Energy relative to the best compared isomer or geometry (same formula, charge and spin): 104.2 kcal per mole
2S+1: 1
Energy: -10879.0988 eV
M: 113.116 g/mol

=====

No. 5
Density functional theory data (wB97M-V/def2-TZVPD) for a structure of composition C11H17ClINO2PSW.

XYZ file:
```
36
Properties=species:S:1:pos:R:3:forces:R:3:lowdin_charge:R:1
H -3.87408 1.65274 -0.17737 0.01 -0.02 0.06 0.0950
H 2.66321 -5.65135 -0.73144 0.29 -0.09 -0.41 0.1449
H 2.62200 -5.57469 1.74552 -0.13 -0.08 -0.11 0.1461
C 2.04428 -4.92171 -0.24903 -0.31 -0.12 1.47 0.0494
H -2.21996 3.38647 -1.84062 0.05 0.13 0.14 0.0934
H -1.29105 3.39356 -0.31885 -0.06 0.00 0.06 0.0678
C 2.55986 5.10103 -0.25229 -0.47 3.51 4.70 -0.5551
C 1.26706 -4.02400 -0.95909 -0.32 0.66 -1.09 -0.0223
H -2.67159 1.48431 1.11442 -0.03 0.08 0.05 0.0557
C -3.00660 1.07800 0.16379 -0.20 0.03 0.43 -0.2027
C 1.01461 -4.19059 1.79286 -0.76 0.88 -0.66 0.0320
O -0.25268 1.13946 2.41553 1.04 -0.78 -4.04 0.2107
C -1.39175 2.91685 -1.29281 -0.06 1.57 -1.11 -0.3157
H -3.26077 -0.35293 -2.27880 0.37 0.31 0.04 0.0777
I 1.87750 2.97899 -0.87896 0.89 -0.15 0.18 0.9972
W 0.41622 0.58366 -0.65474 2.71 -2.87 -3.07 0.5462
H -3.47930 1.31082 -2.85619 0.42 -0.15 0.25 0.0926
P -1.78521 1.21071 -1.13255 -2.24 -0.38 -0.56 0.6077
H 3.82614 6.63772 -1.04662 -0.23 -0.06 0.38 0.1240
H 4.21708 4.97321 -1.57014 -0.36 0.25 -0.19 0.1077
H 1.27568 -4.04793 -2.05615 0.12 0.31 0.48 0.1501
N 0.28431 -3.25954 1.08094 1.38 -1.03 -0.64 0.0863
S -0.23768 -1.63049 -1.01549 -0.24 -0.05 -0.09 0.6815
C 0.01041 0.93752 1.30541 -1.13 1.30 6.05 -0.2426
C 0.50055 -3.09280 -0.28396 -0.30 0.26 2.00 -0.5295
C -2.71646 0.56514 -2.55959 0.21 -0.17 -0.58 -0.1866
H 0.77190 -4.33526 2.84136 -0.02 0.25 -0.12 0.1600
H -2.08186 0.35064 -3.43328 -0.18 0.12 0.30 0.0730
C 1.98413 -4.93066 1.15137 -0.08 -0.15 -0.31 0.0293
Cl 1.64064 0.57026 -2.64830 -0.83 -0.65 0.42 -0.0083
C 3.40029 5.68361 -1.36035 -0.22 -0.84 -0.37 -0.0333
H -3.31818 0.04486 0.29869 -0.01 -0.10 -0.01 0.0750
O 2.22033 5.47175 0.82526 1.07 -1.50 -3.88 0.1564
H -0.45652 3.09250 -1.85965 -1.07 -0.10 0.09 -0.0469
H -0.45792 -2.73569 1.54450 0.34 -0.11 -0.08 0.1664
H 2.75402 5.84804 -2.24002 0.35 -0.25 0.22 0.1170
```
Positions in Å, forces in eV/Å.

HOMO energy (alpha / beta): -18.449 / -18.445 eV
Kohn-Sham gap (alpha / beta): 5.52 / 5.80 eV
Energy relative to the best compared isomer or geometry (same formula, charge and spin): 9.5 kcal per mole
2S+1: 3
Energy: -59811.1664 eV
M: 604.500 g/mol
Net charge: +3